A molecular structure, C25H16CrN7S2, computed with ωB97M-V/def2-TZVPD.

Structure (ORCA input):
```
! wB97M-V def2-TZVPD RIJCOSX def2/J DEFGRID3
* xyz 2 4
Cr -1.462 -0.827 0.076
C -0.423 -2.707 3.819
C -1.182 -2.286 2.733
N -0.583 -1.747 1.672
C 0.760 -1.603 1.684
C 1.482 -2.020 2.786
N 0.895 -2.574 3.842
C 1.320 -0.966 0.470
C 2.642 -0.736 0.191
C 3.004 -0.081 -0.997
C 1.973 0.312 -1.871
C 0.669 0.044 -1.552
N 0.368 -0.599 -0.407
C -0.535 0.407 -2.338
C -0.534 1.051 -3.559
N -1.663 1.348 -4.199
C -2.806 1.013 -3.623
C -2.844 0.367 -2.390
N -1.710 0.062 -1.762
C 4.416 0.195 -1.315
C 4.829 0.424 -2.625
C 6.171 0.672 -2.869
N 7.100 0.719 -1.917
C 6.697 0.507 -0.665
C 5.384 0.238 -0.314
H -0.899 -3.157 4.681
H -2.260 -2.374 2.722
H 2.558 -1.902 2.827
H 3.397 -1.069 0.887
H 2.200 0.854 -2.776
H 0.393 1.339 -4.039
H -3.723 1.260 -4.142
H -3.778 0.111 -1.907
H 4.151 0.377 -3.465
H 6.515 0.839 -3.883
H 7.462 0.557 0.100
H 5.145 0.108 0.732
S 0.357 2.054 1.622
C -1.248 1.723 1.695
N -1.894 0.657 1.131
C -3.264 0.595 1.365
C -4.085 -0.442 0.940
C -5.442 -0.381 1.235
C -5.938 0.706 1.951
C -5.107 1.730 2.392
C -3.754 1.667 2.094
S -2.428 2.740 2.495
H -3.712 -1.337 0.408
H -6.109 -1.173 0.925
H -6.994 0.747 2.179
H -5.514 2.558 2.958
*
```

Output
orbital gap (alpha / beta)	5.14 / 5.39	eV



A molecular structure, C25H16FeN3O8Se at a distorted geometry, computed with ωB97M-V/def2-TZVPD.

Structure (ORCA input):
```
! wB97M-V def2-TZVPD RIJCOSX def2/J DEFGRID3
* xyz -2 2
Fe -0.269 0.479 -0.049
C -2.203 -1.213 3.216
O -1.052 -1.625 3.959
C 0.212 -1.534 3.438
C 1.158 -2.293 4.103
C 2.479 -2.355 3.658
C 2.860 -1.643 2.549
C 1.944 -0.825 1.864
C 2.400 0.062 0.847
N 1.570 0.780 0.165
N 1.962 1.929 -0.422
C 0.901 2.706 -0.541
O -0.228 2.401 0.013
C 1.047 3.948 -1.307
C -0.043 4.807 -1.443
C 0.060 5.959 -2.203
C 1.253 6.277 -2.837
C 2.344 5.425 -2.703
C 2.245 4.271 -1.948
C 0.580 -0.743 2.316
O -0.276 0.062 1.771
H -3.055 -1.617 3.766
H -2.279 -0.130 3.156
H -2.208 -1.610 2.202
H 0.829 -2.862 4.964
H 3.192 -2.980 4.182
H 3.877 -1.704 2.177
H 3.461 0.264 0.716
H -0.971 4.537 -0.956
H -0.800 6.608 -2.320
H 1.330 7.170 -3.445
H 3.273 5.657 -3.210
H 3.078 3.589 -1.846
O -4.478 0.822 -4.306
C -3.644 0.739 -3.434
C -3.868 0.547 -1.974
O -4.957 0.458 -1.425
C -2.539 0.514 -1.382
C -1.541 0.686 -2.378
O -0.315 0.746 -1.979
C -2.128 0.834 -3.683
O -1.643 1.004 -4.788
O -2.174 0.403 -0.170
Se 0.038 -1.750 -0.944
C -0.050 -3.516 -0.188
C -0.537 -4.537 -1.013
C -0.619 -5.827 -0.527
N -0.255 -6.190 0.707
C 0.230 -5.218 1.479
C 0.359 -3.894 1.091
H -0.850 -4.298 -2.021
H -1.010 -6.626 -1.152
H 0.536 -5.523 2.477
H 0.777 -3.171 1.777
*
```

Output
orbital gap (alpha / beta)	6.39 / 6.45	eV



A molecular structure, C25H17AsBrN2O2PdS2, computed with ωB97M-V/def2-TZVPD.

Structure (ORCA input):
```
! wB97M-V def2-TZVPD RIJCOSX def2/J DEFGRID3
* xyz -1 1
Pd 1.528 1.474 1.010
S 0.103 1.098 2.741
C -1.536 1.216 2.071
C -2.252 2.407 2.209
C -3.548 2.518 1.732
C -4.151 1.436 1.109
C -3.454 0.242 0.975
C -2.154 0.115 1.454
As -1.141 -1.563 1.371
C -2.552 -2.655 0.520
C -3.498 -3.226 1.370
C -4.521 -4.022 0.875
C -4.602 -4.276 -0.488
C -3.657 -3.728 -1.343
C -2.641 -2.922 -0.842
C -0.105 -1.202 -0.246
C 1.033 -1.970 -0.468
C 1.801 -1.778 -1.609
C 1.436 -0.812 -2.536
C 0.305 -0.038 -2.318
C -0.459 -0.229 -1.176
H -1.765 3.246 2.686
H -4.085 3.453 1.843
H -5.161 1.516 0.726
H -3.935 -0.599 0.490
H -3.437 -3.040 2.438
H -5.251 -4.448 1.552
H -5.395 -4.901 -0.880
H -3.710 -3.926 -2.407
H -1.914 -2.497 -1.523
H 1.345 -2.695 0.274
H 2.696 -2.370 -1.760
H 2.044 -0.648 -3.418
H 0.029 0.733 -3.026
H -1.331 0.393 -1.004
Br 2.234 3.053 -2.555
C 3.563 2.461 -1.350
C 4.861 2.885 -1.574
C 5.867 2.329 -0.804
C 5.549 1.337 0.106
C 4.222 0.996 0.280
N 3.226 1.592 -0.407
C 3.843 -0.133 1.241
O 4.736 -0.901 1.569
O 2.612 -0.195 1.566
H 5.059 3.624 -2.334
H 6.892 2.650 -0.941
H 6.288 0.809 0.691
S 0.464 3.481 0.622
C 1.804 4.497 0.714
N 2.714 5.213 0.771
*
```

Output
energy relative to the best compared isomer or geometry (same formula, charge and spin)	0.000	eV
orbital gap	7.27	eV



A molecular structure, C25H17Br2CeCl5IN3O3 at a distorted geometry, computed with ωB97M-V/def2-TZVPD.

Structure (ORCA input):
```
! wB97M-V def2-TZVPD RIJCOSX def2/J DEFGRID3
* xyz 1 2
Ce -0.390 0.061 0.083
Cl 1.682 -1.863 -1.241
C 2.592 -1.292 0.213
C 1.951 -0.426 1.060
C 2.691 0.002 2.147
Cl 1.931 1.107 3.269
C 3.992 -0.418 2.392
Cl 4.866 0.123 3.765
C 4.592 -1.312 1.495
Cl 6.192 -1.864 1.773
C 3.891 -1.764 0.374
Cl 4.613 -2.859 -0.727
C -2.915 -3.579 1.672
C -2.000 -3.194 0.527
C -1.954 -4.220 -0.583
O -0.666 -2.888 1.019
C -2.241 -1.772 0.017
O -2.401 -0.861 0.890
O -1.829 -1.433 -1.121
H -2.611 -4.544 2.077
H -3.947 -3.667 1.332
H -2.865 -2.832 2.460
H -1.641 -5.185 -0.179
H -1.263 -3.914 -1.366
H -2.943 -4.357 -1.020
H -0.141 -3.688 1.120
Br 1.871 6.886 -0.909
C 1.389 5.105 -0.572
C 1.836 4.090 -1.401
C 1.420 2.802 -1.120
N 0.633 2.492 -0.090
C 0.242 3.473 0.736
C 0.583 4.799 0.513
C -0.567 3.065 1.917
C -0.667 3.878 3.036
C -1.389 3.421 4.129
Br -1.530 4.482 5.668
C -1.987 2.173 4.079
C -1.834 1.429 2.923
N -1.144 1.856 1.863
H 2.479 4.288 -2.245
H 1.736 1.982 -1.752
H 0.226 5.587 1.158
H -0.164 4.831 3.079
H -2.548 1.780 4.914
H -2.279 0.445 2.838
I -2.710 2.077 -1.481
C -1.657 1.090 -2.987
C -2.283 0.903 -4.208
C -1.557 0.268 -5.202
C -0.259 -0.144 -4.929
C 0.255 0.070 -3.664
N -0.432 0.680 -2.688
H -3.294 1.244 -4.373
H -1.996 0.099 -6.175
H 0.347 -0.637 -5.675
H 1.254 -0.259 -3.408
*
```

Output
energy relative to the best compared isomer or geometry (same formula, charge and spin)	0.000	eV
orbital gap (alpha / beta)	7.70 / 7.71	eV



| no. | energy (eV) |
| --- | --- |
| 1 | -86693.1982 |
| 2 | -146769.7710 |
| 3 | -189311.3699 |
| 4 | -260538.8619 |